Formula: C14H26BBr2I2O2S
Source: the Open Molecules 2025 dataset
Level of theory: ωB97M-V/def2-TZVPD

Each line ends with the Mulliken charge.
Cartesian coordinates (Å):
C (-0.084, 2.394, -3.611)  -0.88
C (0.800, 1.104, -3.795)  -0.35
C (2.169, 0.994, -3.052)  -0.77
I (2.694, -1.168, -3.077)  -0.08
B (2.421, 1.531, -1.544)  0.23
I (4.712, 1.603, -1.511)  -0.32
C (2.069, 3.123, -1.247)  -1.02
C (0.892, 3.374, -0.210)  1.14
C (0.068, 4.710, -0.563)  -1.49
C (1.583, 3.687, 1.204)  -1.47
C (2.121, 0.527, -0.273)  0.14
Br (3.517, 0.203, 1.140)  -0.23
C (0.945, -0.150, 0.000)  0.02
C (-0.310, -0.024, -0.909)  -0.96
Br (0.724, -1.317, 1.603)  -0.22
H (-1.074, 2.205, -4.128)  0.34
H (0.404, 3.253, -4.158)  0.30
H (-0.300, 2.702, -2.557)  0.01
H (0.128, 0.210, -3.622)  0.23
H (1.018, 1.043, -4.910)  0.37
H (2.955, 1.447, -3.728)  0.61
H (1.835, 3.698, -2.201)  0.21
H (2.956, 3.680, -0.817)  0.47
H (0.209, 2.509, -0.023)  0.01
H (0.043, 4.896, -1.674)  0.34
H (-0.977, 4.651, -0.133)  0.29
H (0.591, 5.571, -0.045)  0.40
H (2.274, 4.570, 1.084)  0.41
H (2.211, 2.818, 1.534)  0.22
H (0.814, 3.913, 1.999)  0.36
H (-0.233, -0.812, -1.717)  0.19
H (-0.537, 0.997, -1.298)  0.13
H (-1.208, -0.335, -0.289)  0.40
C (-1.723, -5.631, 2.953)  -0.69
C (-1.089, -4.248, 2.778)  -0.59
C (-2.150, -3.330, 2.168)  -0.55
S (-3.735, -3.974, 2.697)  1.16
O (-4.450, -4.453, 1.537)  -0.66
O (-4.332, -3.060, 3.644)  -0.68
C (-3.088, -5.383, 3.584)  -0.71
H (-1.108, -6.284, 3.573)  0.34
H (-1.844, -6.107, 1.976)  0.32
H (-0.785, -3.861, 3.755)  0.29
H (-0.197, -4.289, 2.151)  0.36
H (-2.043, -2.304, 2.516)  0.39
H (-2.122, -3.356, 1.078)  0.27
H (-3.768, -6.228, 3.485)  0.39
H (-2.991, -5.100, 4.633)  0.34

Its total energy is -186834.094 eV. The HOMO-LUMO gap is 6.9 eV. The LUMO energy comes out at 0.0830 Eh. The charge is -1. The value obtained for the molar mass is 682.86 g/mol. The value obtained for the highest occupied orbital energy is -4.68 eV.